No. 1
# C10H25IN4O3P

A cluster of 3 separate species, C10H25IN4O3P in total (ωB97M-V with the def2-TZVPD basis set, the Open Molecules 2025 dataset).

Geometry as XYZ:
```
44
Properties=species:S:1:pos:R:3:forces:R:3
C -4.788777 -1.228651 2.452244 -0.020 0.060 -0.020
H -3.266816 -3.935113 3.540533 -0.002 -0.002 0.003
H 0.435633 -2.615225 2.017822 0.043 -0.035 -0.323
I 1.540546 -3.617402 -0.501887 -0.088 0.030 0.098
N 1.584437 -0.471265 0.690551 -0.054 -0.021 0.393
H 3.126827 1.533416 -3.498132 -0.006 -0.002 0.012
C 1.149265 1.440351 1.663017 0.010 -0.121 -0.077
H 5.547253 2.138955 -3.816566 -0.016 -0.023 -0.017
H 3.345877 5.188580 -3.210398 -0.008 -0.005 0.005
C 5.187432 1.717460 -2.878494 0.012 0.074 0.027
H -5.076717 -5.209383 2.469399 0.012 -0.006 0.000
H 3.193247 4.633102 -5.602671 -0.008 0.010 0.004
H -5.368396 -0.609531 4.436256 -0.006 0.016 -0.003
H -6.530890 -0.200421 3.164714 0.009 0.012 0.000
H 3.334065 2.911949 -5.274694 0.028 0.015 -0.015
H 4.757064 4.264665 -3.696050 0.000 -0.036 0.016
H -5.261092 -1.592489 1.533594 0.007 -0.030 0.012
O 1.940229 -0.730918 -1.842169 -0.065 0.062 0.246
C 2.985405 3.860107 -4.863077 -0.033 -0.068 0.045
O -3.754463 -2.115783 2.863930 0.193 0.004 -0.092
C 3.672792 4.209180 -3.556500 0.033 0.076 -0.047
H 1.905332 3.796454 -4.724110 -0.002 0.020 -0.011
H 2.674527 1.251817 0.199366 -0.007 -0.004 -0.005
N 1.940930 0.856853 0.774489 0.154 0.032 -0.121
P 2.561089 -1.427761 -0.534223 0.175 0.126 -0.127
H -6.419490 -1.853789 3.752062 -0.021 0.006 -0.026
H -1.009851 -1.687973 2.197009 0.090 0.077 0.406
H 5.767961 2.156352 -2.066052 0.007 -0.010 0.001
N -0.038319 -1.736537 1.918984 -0.360 0.045 -0.092
H -4.818649 -3.368391 4.129766 -0.008 0.023 -0.010
C -5.836360 -0.963269 3.517007 0.036 -0.048 0.043
H -4.273489 -0.300715 2.201304 0.000 0.002 0.005
H 1.218131 2.491651 1.889864 0.001 0.044 0.033
H -5.828134 -3.743001 1.856023 -0.014 -0.013 0.024
C -4.874694 -4.191540 2.135305 0.008 0.055 -0.039
H 3.367097 1.476161 -1.762068 0.032 -0.062 -0.037
H -4.247158 -4.237598 1.243653 0.002 -0.016 0.003
C 3.704568 1.973321 -2.677318 0.024 0.029 -0.043
H 5.380033 0.643924 -2.906950 -0.004 -0.003 0.005
C -4.180642 -3.419699 3.242374 0.006 -0.041 0.042
C 0.592669 -0.597381 1.623980 0.202 -0.249 0.048
H 0.981617 -0.595363 -1.832834 -0.062 -0.119 -0.285
N 0.323565 0.577346 2.213398 -0.276 0.122 -0.177
O 3.356345 3.327553 -2.482451 -0.020 -0.027 0.097
```
Positions in Å, forces in eV/Å.

Output
LUMO level ... -3.6 eV
E_HOMO ... -12.0 eV
Spin multiplicity ... 1
HOMO-LUMO gap ... 8.4 eV
Total charge ... +1


No. 2
# C24H52Cl28FN2O3P2

A cluster of 15 separate species, C24H52Cl28FN2O3P2 in total (ωB97M-V with the def2-TZVPD basis set, the Open Molecules 2025 dataset).

Geometry as XYZ:
```
112
Properties=species:S:1:pos:R:3:forces:R:3
H 2.887627 -2.950590 -1.080979 0.043 0.307 0.154
H -14.160862 0.984739 -2.900103 0.009 0.027 -0.017
Cl 5.787791 0.263489 -7.377007 -0.001 0.006 0.016
H 5.065663 -0.227559 -5.204348 -0.057 0.041 0.059
Cl -5.481916 -3.731011 -0.125091 -0.055 -0.072 0.017
O -0.702327 -0.328319 -4.329559 -0.087 0.160 0.109
Cl -6.821768 -1.302803 0.855667 0.046 0.067 -0.006
Cl 2.245021 4.220585 6.881153 0.069 -0.131 -0.051
H 4.253505 6.907625 8.870827 -0.012 0.035 0.030
H 4.325392 1.632023 -2.237245 -0.056 0.055 0.029
H -4.792861 0.795909 -0.086348 -0.027 0.014 -0.028
C 0.297325 -0.689501 -5.231032 0.048 -0.017 -0.238
C -1.701497 -1.327460 -4.044048 0.305 -0.038 0.072
C 8.842025 -2.777037 -0.194167 -0.020 0.045 -0.023
H 4.835048 -4.571348 -2.674188 0.146 0.002 0.114
H -13.807058 0.413718 -1.244009 0.014 0.013 0.024
H 1.614536 9.699226 6.259768 0.009 -0.022 -0.012
Cl -10.892554 1.069423 1.763270 0.004 0.003 0.008
H -2.043103 -2.404392 -2.212130 -0.115 -0.021 -0.032
Cl -0.097002 8.272535 5.528468 -0.109 -0.010 -0.070
H -5.917131 -3.081528 2.088559 0.030 0.026 -0.009
H 0.266542 4.443170 8.122665 0.014 -0.030 0.009
H 1.376326 -7.528806 -7.657313 0.016 0.013 0.009
H 0.233667 5.408151 6.624804 0.047 0.004 -0.033
Cl -0.435151 3.181970 6.268559 0.057 0.329 0.096
H 4.408250 2.965777 2.406463 0.021 -0.025 -0.037
H 4.656195 -8.304255 -4.240659 0.000 0.021 0.032
H -10.877519 0.570503 -0.524479 0.137 -0.103 0.165
Cl 1.690047 0.494252 5.840118 0.065 -0.118 -0.097
H -9.279469 0.294665 0.244710 0.008 -0.021 0.020
C 3.900314 7.409040 7.978298 0.051 -0.076 -0.010
C 4.722087 -7.490700 -4.952067 0.071 -0.066 -0.021
H -0.219220 -8.070599 -7.065953 -0.015 -0.012 0.047
Cl 5.046059 -3.921951 -0.421704 0.073 0.025 -0.017
Cl 4.677492 8.990677 7.868428 -0.003 -0.002 -0.014
H 3.715201 1.042537 -0.680485 0.141 -0.078 -0.001
H 0.389521 -0.024756 7.722781 0.004 -0.022 -0.013
Cl 2.579866 1.662738 1.716432 0.022 -0.005 0.082
H -3.379022 1.434090 -0.945948 -0.070 -0.041 -0.132
Cl -10.707394 -1.554982 0.456518 0.006 -0.035 -0.003
C -6.464783 -3.006350 1.157567 -0.073 -0.089 0.070
Cl -2.533598 0.984443 5.670394 -0.186 -0.230 -0.061
C 3.863546 0.781681 -1.723705 0.028 0.227 -0.213
C 5.613396 -4.095052 -2.091348 -0.032 -0.037 -0.023
H -0.340757 1.927848 2.342164 0.127 -0.054 -0.034
N 2.132301 -2.333859 -1.380175 -0.144 -0.119 -0.184
C -3.438992 -0.725909 -0.840702 0.039 -0.018 -0.030
C 5.920378 -0.518875 -5.799701 -0.010 -0.105 -0.015
Cl 1.182780 10.485825 4.089041 0.004 -0.002 0.000
C 0.496895 4.453134 7.064099 -0.042 0.133 0.013
H -1.259054 0.698556 0.031735 -0.094 -0.061 -0.035
Cl 9.023589 -2.513272 1.539482 -0.009 0.000 0.008
H 4.271871 -7.763814 -5.898592 -0.016 0.037 -0.005
Cl 1.538836 -9.377774 -6.220866 0.029 0.010 -0.006
C -4.014315 1.506183 4.845518 -0.015 -0.047 -0.079
O -3.087485 0.802270 0.998466 -0.002 0.019 -0.047
C -10.352083 0.177054 0.338955 0.001 -0.008 -0.027
Cl 2.576611 -0.397751 8.492068 -0.003 -0.002 0.002
Cl -14.900717 2.488331 -1.258073 -0.007 0.004 0.004
H 1.154426 -0.005379 -0.900839 0.032 -0.099 -0.037
C 0.812777 -7.878114 -6.801070 -0.024 -0.021 -0.056
H -0.377631 0.159236 2.112564 0.089 0.027 0.035
H -1.320230 -2.301127 -4.364734 -0.091 -0.028 -0.115
H 0.467728 0.938110 -2.279704 -0.026 -0.212 -0.044
H 0.017971 -1.470084 -5.944002 -0.053 -0.076 0.069
C 3.477514 3.180381 1.896483 -0.003 0.038 0.083
H 2.046564 -3.898744 -3.375051 -0.236 -0.012 -0.303
H 4.542831 -0.056487 -1.858916 0.028 -0.126 0.069
H -3.955677 1.188867 3.809646 0.029 0.020 -0.010
H 0.038281 10.533780 6.138559 -0.031 -0.002 -0.029
H -4.858796 1.049659 5.346570 0.006 0.023 0.043
P 1.494440 -2.782515 -2.720804 0.508 -0.112 0.624
H -1.112046 -0.912285 -2.035213 0.044 -0.047 0.017
C -13.816015 1.265885 -1.913059 -0.014 -0.048 0.026
F 2.702211 -1.785244 -5.346200 0.150 -0.152 -0.187
C 1.341847 0.469166 7.572844 -0.013 0.028 0.040
Cl -4.212480 3.259192 4.883210 0.004 0.006 -0.010
H -4.274273 -1.410082 -0.688020 0.009 0.087 -0.063
H 6.522924 -4.684798 -2.081509 0.007 0.010 0.018
C -1.973717 -1.360850 -2.552440 -0.025 -0.083 0.041
H -2.609370 -1.095872 -4.599129 -0.035 -0.002 0.000
H -1.670101 0.971046 2.960296 -0.046 0.065 0.085
H 5.940996 -1.592589 -5.947259 0.023 0.007 -0.024
C -1.756271 1.254029 0.842302 0.432 0.061 -0.102
Cl 2.139055 7.542970 8.070810 -0.024 0.063 0.104
H 0.614691 0.179639 -5.816427 -0.067 0.049 0.008
H -7.403134 -3.544422 1.212046 -0.015 0.010 -0.043
C 0.719722 9.838350 5.664823 0.061 0.021 0.049
Cl 3.810168 -6.113942 -4.290186 0.104 -0.006 0.032
C 1.326040 0.793075 -1.627681 -0.040 0.493 0.033
H 2.867814 3.866129 2.471930 -0.030 0.003 -0.025
H 1.309150 1.493427 7.922388 0.034 0.010 -0.013
H 1.483530 1.699923 -1.040322 -0.003 0.000 0.030
H 4.146292 6.840076 7.089973 -0.018 0.010 -0.016
Cl 6.415206 -7.084027 -5.210569 -0.013 -0.002 0.006
Cl 0.849913 -6.609766 -5.560635 -0.291 -0.005 -0.135
Cl -12.150457 1.863830 -2.066033 -0.136 0.132 -0.199
H -2.582870 -1.141343 -0.300924 0.022 0.042 0.042
Cl 3.842397 3.924245 0.333645 -0.008 0.000 0.001
H -1.749632 2.303829 0.524358 -0.181 0.040 0.053
Cl 7.384145 -0.057424 -4.923270 0.002 0.052 0.005
H 9.593402 -2.196842 -0.715526 0.031 -0.019 0.013
Cl 5.978914 -2.534660 -2.851250 -0.013 0.051 0.037
H 7.843789 -2.471330 -0.484425 -0.008 -0.018 0.008
Cl 9.054195 -4.479798 -0.640735 -0.056 0.010 -0.034
O -3.142999 -0.661598 -2.239825 0.037 0.069 -0.032
N 2.559111 0.008857 -3.591688 -0.059 -0.441 0.698
C 2.568369 0.483271 -2.375002 0.008 -0.167 -0.185
C -3.728433 0.655736 -0.261529 -0.001 0.039 0.247
H 0.108943 -2.976373 -2.738495 -0.069 -0.005 -0.198
C -0.974360 1.070404 2.130823 -0.297 -0.082 0.096
P 1.765074 -1.169338 -4.265753 -0.155 0.396 -0.321
```
Positions in Å, forces in eV/Å.

Output
LUMO level ... -3.4 eV
Energy relative to the best compared isomer or geometry (same formula, charge and spin) ... 0.0000 eV
E_HOMO ... -11.7 eV
Spin multiplicity ... 1
HOMO-LUMO gap ... 8.4 eV
Total charge ... +1


No. 3
# C3H10FNO3P

The ion C3H10FNO3P with charge +1 (ωB97M-V with the def2-TZVPD basis set, the Open Molecules 2025 dataset).

Geometry as XYZ:
```
19
Properties=species:S:1:pos:R:3:forces:R:3
H 2.762835 1.457403 0.388094 -1.111 -0.500 -0.585
H 1.041405 -0.030471 1.740968 0.116 -0.639 -1.217
C 1.815747 1.028829 -0.058789 -0.092 0.147 0.776
O -2.907076 -1.244973 0.081658 3.145 2.870 -0.103
N -0.523423 -0.663575 -0.925054 0.149 0.085 -0.510
H -0.918921 -1.420079 -1.521814 -0.206 0.418 0.407
C 0.537344 -1.305705 -0.073368 1.142 -0.834 2.509
H -0.161672 0.046675 -1.584662 0.216 -0.221 0.410
O -2.716529 1.052163 -1.018385 3.174 -0.925 2.544
H 1.993590 0.894901 -1.159491 -0.215 0.107 0.990
H 1.015899 1.808107 0.141835 0.835 -0.684 -0.588
P -1.965115 -0.062610 0.006657 -6.642 -2.282 1.074
O -1.558237 0.571727 1.493860 0.705 -0.201 -3.956
H 1.128469 -2.057784 -0.664159 -0.660 1.044 0.160
F -0.159328 -2.064223 0.890528 0.511 0.827 -1.389
H -0.825038 1.206240 1.318859 -0.351 -0.050 0.810
C 1.448145 -0.303356 0.723386 1.101 0.325 -0.599
H 2.424534 -0.845015 0.912933 -1.271 0.400 -0.164
H -2.432629 1.931747 -0.693057 -0.547 0.112 -0.569
```
Positions in Å, forces in eV/Å.

Output
SMILES ... CC[C@@H](F)[NH2+]P(=O)(O)O
LUMO level ... -4.4 eV
E_HOMO ... -15.5 eV
Spin multiplicity ... 1
HOMO-LUMO gap ... 11.1 eV
Total charge ... +1


No. 4
# C5H7LaO4

A structure of composition C5H7LaO4 (ωB97M-V with the def2-TZVPD basis set, the Open Molecules 2025 dataset).

Geometry as XYZ:
```
17
Properties=species:S:1:pos:R:3:forces:R:3
O 0.885364 0.401027 1.744126 -0.180 0.160 -0.802
H -0.290068 -1.154695 3.394673 -0.068 -0.166 -0.181
O 1.195008 1.199313 -0.345066 -0.873 -0.086 -2.579
O 2.505333 1.760038 1.372005 -0.970 -0.768 -0.581
La -0.501479 0.864314 -1.721358 -0.446 -0.417 0.889
H -2.914703 -1.045818 0.612051 0.199 1.650 -0.588
C 1.524408 1.113749 0.838860 1.639 0.580 4.154
H -3.143770 0.814118 0.998105 -0.119 -0.414 0.109
H -0.852562 -2.293415 2.110158 0.164 0.129 0.198
C -2.305580 -0.642159 2.493486 1.226 0.994 1.145
H -3.081995 -1.350440 2.801567 0.380 0.056 -0.096
O -1.212158 0.245128 0.619739 2.273 0.638 -1.578
C -0.169260 -0.416795 1.394699 -1.043 0.106 -0.355
H 2.971613 2.304379 0.719174 0.480 0.326 -0.058
C -0.810559 -1.244404 2.435996 -1.349 0.129 -0.103
C -2.542823 -0.092559 1.105518 -1.211 -2.581 0.300
H -2.281880 0.197370 3.199274 -0.101 -0.335 0.125
```
Positions in Å, forces in eV/Å.

Output
LUMO level (spin up / spin down) ... -14.4 / -14.5 eV
Energy relative to the best compared isomer or geometry (same formula, charge and spin) ... 0.0000 eV
E_HOMO (spin up / spin down) ... -20.4 / -22.3 eV
Spin multiplicity ... 2
HOMO-LUMO gap (spin up / spin down) ... 6.0 / 7.8 eV
Total charge ... +3


Computed max |F| (eV/Å) in order:
0.42, 0.83, 7.11, 4.50